(1)
{
  "formula": "C3H3ClN2",
  "method": "the ωB97M-V functional and the def2-TZVPD basis",
  "species": ["C", "C", "C", "N", "N", "Cl", "H", "H", "H"],
  "positions_angstrom": [[0.721, 0.116, 0.386], [0.136, 1.174, 0.291], [-2.220, -0.588, 0.149], [-1.470, -1.424, -0.589], [-1.781, -1.492, 0.887], [-3.121, 0.824, -0.006], [0.850, -0.847, 0.786], [-0.611, -1.149, -0.953], [0.096, 2.159, -0.075]],
  "energy_ev": -18655.844,
  "e_homo_ev": -8.9,
  "e_above_lowest_kcal_mol": 141.7,
  "homo_lumo_gap_ha": 0.3514,
  "lumo_energy_ha": 0.0235,
  "smiles": "ClC1=NN1.C#C"
}

(2)
{
  "formula": "C3H3ClN2O3S",
  "method": "the ωB97M-V functional and the def2-TZVPD basis",
  "species": ["C", "C", "C", "N", "N", "O", "O", "O", "S", "Cl", "H", "H", "H"],
  "positions_angstrom": [[0.784, 1.295, 0.101], [2.176, 1.000, -0.094], [-0.243, 0.384, 0.591], [0.537, 2.521, -0.108], [2.701, 2.147, -0.507], [4.238, -0.135, 0.947], [2.139, -1.281, 1.199], [1.707, 3.030, -0.483], [2.976, -0.458, 0.387], [3.306, -1.369, -1.398], [0.422, -0.237, 1.170], [-1.035, 1.050, 0.979], [-0.512, -0.199, -0.335]],
  "energy_ev": -35635.933,
  "e_homo_ev": -11.6,
  "e_above_lowest_kcal_mol": 28.3,
  "homo_lumo_gap_ha": 0.3999,
  "lumo_energy_ha": -0.0271,
  "smiles": "Cc1nonc1S(=O)(=O)Cl"
}

(3)
{
  "formula": "C3H3ClN2OS",
  "method": "the ωB97M-V functional and the def2-TZVPD basis",
  "species": ["C", "C", "C", "H", "H", "H", "N", "N", "O", "S", "Cl"],
  "positions_angstrom": [[1.186, 0.086, -0.091], [-0.623, 1.092, -0.005], [-0.999, -0.255, 0.028], [2.765, -1.715, -0.335], [-1.120, 2.993, 0.465], [0.305, -1.923, 0.392], [0.711, 1.312, -0.077], [0.266, -0.866, -0.008], [-1.469, 2.096, -0.017], [2.946, -0.351, 0.044], [-2.444, -1.128, -0.006]],
  "energy_ev": -31543.759,
  "e_homo_ev": -7.9,
  "e_above_lowest_kcal_mol": 17.9,
  "homo_lumo_gap_ha": 0.3077,
  "lumo_energy_ha": 0.0156,
  "smiles": "Oc1nc(S)[nH]c1Cl"
}

(4)
{
  "formula": "C3H3ClN2OS",
  "method": "the ωB97M-V functional and the def2-TZVPD basis",
  "species": ["C", "C", "C", "N", "N", "O", "S", "Cl", "H", "H", "H"],
  "positions_angstrom": [[-1.403, 1.055, -0.500], [-1.524, -0.138, 0.239], [0.602, 0.132, -0.241], [-0.133, 1.261, -0.913], [-0.277, -0.608, 0.387], [2.335, -1.864, -0.151], [2.248, -0.465, -0.554], [3.002, 0.846, 1.003], [-2.265, 1.749, -0.706], [-2.497, -0.520, 0.535], [-0.090, -1.448, 0.903]],
  "energy_ev": -31543.247,
  "e_homo_ev": -9.1,
  "e_above_lowest_kcal_mol": 29.7,
  "homo_lumo_gap_ha": 0.3076,
  "lumo_energy_ha": -0.0266
}